# C4H7BrNO2

A 2-piece molecular cluster, C4H7BrNO2 overall (wB97M-V/def2-TZVPD, OMol25).

```
15
C4H7BrNO2 wB97M-V/def2-TZVPD
C 1.24 1.03 -3.35
C 0.04 -0.72 1.24
C -0.76 -2.08 1.46
C -0.37 0.13 0.50
N 0.17 1.59 0.30
O 1.64 0.28 -2.60
O 0.74 1.90 -3.90
Br -1.52 -0.15 -1.13
H 0.58 -0.64 2.11
H -1.17 -1.96 2.47
H -1.64 -2.14 0.89
H 0.01 -2.81 1.28
H 1.02 1.65 0.94
H -0.39 2.39 0.48
H 0.39 1.54 -0.68
```

Properties
electronic energy	-2935.55176	hartree
LUMO	-0.14072	Ha
strongest force on any atom	11.80	eV/Å
HOMO	-14.74	eV
total charge	+1